No. 1
Computed, not measured: 14 unconnected molecules or ions with the total composition C56H103N9O5 in a non-equilibrium geometry, with wB97M-V/def2-TZVPD.

CARTESIAN COORDINATES (ANGSTROEM)
O: -4.8960 4.8221 4.2169
O: 0.6008 -3.9516 5.5604
O: 2.3750 -5.0217 -2.8983
O: 3.6420 -1.7966 -0.0571
O: -2.2321 -0.2970 -3.9120
N: -3.1102 3.8669 -1.2740
N: 1.6362 -4.6181 0.2490
N: -1.2114 1.3527 4.0951
N: -2.2691 -6.5135 2.1001
N: 6.1690 3.6766 -2.2735
N: -5.3652 -1.2044 2.8009
N: 0.2418 0.4539 -7.2358
N: 3.2895 6.4331 -3.0166
N: -0.0550 2.5712 -0.9225
C: -0.9263 5.4212 -3.6747
C: -3.5411 -0.3454 -4.5108
C: -0.2052 -6.2216 -0.6412
C: -5.2987 4.6298 2.8243
C: -2.5699 -1.4055 6.6625
C: 0.2275 -4.3546 4.2093
C: 3.7006 6.2082 -0.3926
C: 0.6663 -2.0373 4.2725
C: 1.5535 -1.0257 -4.3620
C: 0.6351 2.4335 2.6244
C: 1.5014 -2.8553 5.2089
C: -1.9101 1.0772 0.1407
C: -3.4528 0.7603 -5.5836
C: -2.4310 5.2812 -3.3629
C: 3.3465 -2.1461 1.2750
C: -0.0646 -0.7326 0.6268
C: -1.3878 -0.3771 -0.0307
C: 4.3766 -1.4108 2.1895
C: -0.2519 6.1938 -2.6127
C: 3.8685 3.2832 -3.4796
C: 0.8297 -5.3096 -0.1387
C: -2.7643 4.4970 -2.1959
C: -2.7509 1.8851 -4.8401
C: -3.0617 5.2756 2.8978
C: -5.0408 -1.0963 3.9077
C: 0.1412 -3.1180 3.3798
C: 2.6609 2.8384 -2.6951
C: 1.4829 6.6963 1.0407
C: -0.9068 1.9369 -0.4921
C: -1.9351 1.0875 -3.7344
C: -3.3612 -1.9494 5.5037
C: -1.3909 -4.0767 -1.5661
C: 2.5411 5.6714 0.5376
C: 2.9895 1.6518 -1.7943
C: 2.9435 -0.7029 -4.9677
C: -3.4689 4.8241 4.2681
C: 2.7646 2.0217 4.0707
C: -4.2267 -4.9321 2.6541
C: 4.8288 -1.0447 -0.0696
C: 3.1917 -3.9572 -2.4401
C: -0.4114 1.8505 3.4360
C: -3.9892 4.4047 2.0926
C: 4.5214 -4.5433 -2.2194
C: 4.6093 -5.5882 -3.4080
C: 0.5127 -1.4680 -5.4222
C: -4.4950 -0.9225 5.2806
C: 5.1523 3.6109 -2.7497
C: 0.3167 -0.3897 -6.4586
C: 5.0050 -0.3979 1.2917
C: -4.7915 -4.2426 1.4033
C: -3.1364 -5.8691 2.4121
C: -1.5476 -5.4448 -0.8586
C: 2.0154 1.7780 2.7276
C: -5.2914 -5.3513 0.4840
C: 3.3200 6.4122 -1.8603
C: 3.2114 -6.1195 -3.3615
H: -5.2957 -0.8700 6.0330
H: -4.0238 0.1130 5.2002
H: -3.7590 3.3199 2.1947
H: 4.8712 -5.0847 -4.3329
H: 3.6487 -0.4814 -4.1540
H: -5.0151 -5.4858 3.1569
H: 2.2386 3.6451 -2.1299
H: 4.8510 -0.3850 -0.9740
H: 4.5176 -5.1315 -1.2897
H: -2.0122 1.2316 1.2249
H: 5.3082 -3.7578 -2.2211
H: 3.4879 0.8755 -2.3385
H: 1.0225 -4.9731 3.7978
H: 2.9894 5.1900 1.3926
H: -3.1081 3.7752 4.3649
H: -2.0279 -5.3052 0.1272
H: 3.0811 -6.8551 -2.6053
H: -0.0718 -1.4735 4.8246
H: -0.7957 -4.1566 -2.5671
H: -4.4746 -5.9709 0.1272
H: 0.7917 -3.0650 2.5014
H: -2.1311 -1.0552 0.4479
H: -0.4588 4.3970 -3.7527
H: -3.1589 5.4903 5.1089
H: 3.4704 -3.2351 1.2720
H: 2.7740 -3.6464 -1.4610
H: -2.8696 6.2493 -3.2608
H: -0.8874 1.1991 -3.8691
H: -3.6527 -1.4294 -4.8772
H: 0.5970 3.5474 2.8589
H: -2.9717 4.7319 -4.1503
H: -2.7083 -2.0266 4.6381
H: -1.3235 -0.6017 -1.0644
H: 0.7970 6.2953 1.7741
H: 1.5444 -1.7806 -3.5911
H: 2.8438 0.0982 -5.6473
H: -0.4841 -1.5281 -4.9488
H: -5.6147 -3.6186 1.5980
H: -4.0183 -3.7466 0.8805
H: -3.8461 -2.9003 5.7710
H: -1.7301 -2.0469 6.9131
H: -2.3998 -3.6812 -1.7996
H: -0.9207 5.9049 -4.6329
H: -4.0693 4.6041 1.0396
H: 2.1018 4.8447 0.0197
H: 2.6903 2.2542 2.0389
H: 4.5076 0.5764 1.3150
H: 3.2560 -3.0688 -3.1224
H: -2.1683 -6.0588 -1.4385
H: -3.1993 -1.4293 7.5897
H: -5.9539 3.7818 2.6977
H: 2.7560 -6.4923 -4.3174
H: -2.0803 2.4724 -5.4672
H: 5.6298 -1.7783 -0.3207
H: 3.6828 4.2264 -3.9703
H: 4.1319 2.6562 -4.2249
H: 1.8659 7.6073 1.5262
H: -0.9146 -2.8903 2.9481
H: 2.3331 -1.9279 1.5418
H: -3.8242 -4.2980 3.4973
H: -0.7510 7.1327 -2.4248
H: 6.0613 -0.2384 1.5795
H: 3.7668 1.5753 4.0262
H: 2.2266 1.5347 4.9297
H: 3.6918 -0.9708 2.9656
H: -2.1908 -0.4234 6.4902
H: 1.3522 -1.3182 3.7462
H: 4.4726 5.4282 -0.5594
H: -2.0036 5.1770 2.6625
H: 2.9511 3.0834 4.3627
H: 1.8760 2.5161 -3.3495
H: -0.7100 -4.8283 4.1998
H: 0.0681 -0.2861 1.6384
H: -2.2085 1.3714 -2.7774
H: 2.0961 0.7048 2.4825
H: -0.0846 -1.7766 0.7968
H: 5.0556 -2.1059 2.6335
H: -3.4816 2.5477 -4.4106
H: 0.8085 6.9968 0.2117
H: 0.1392 -6.5292 -1.6780
H: 3.7266 1.9678 -1.0447
H: 2.4477 -3.1220 4.7739
H: 3.3569 -1.6181 -5.3987
H: 0.7212 6.4995 -2.9227
H: -5.8312 5.5611 2.4451
H: -4.4140 -0.2615 -3.7365
H: -2.7838 0.4198 -6.4164
H: -0.9272 -3.2905 -0.9520
H: -5.8696 -4.9719 -0.3666
H: -2.8973 1.1364 -0.3429
H: 5.2477 -6.4587 -3.2306
H: 0.2564 2.4788 1.5866
H: 4.1947 7.0764 -0.0213
H: -0.1271 5.6299 -1.6588
H: 0.8609 -2.3640 -5.8936
H: -3.3148 6.3239 2.7028
H: -5.9579 -5.9737 1.0821
H: 1.7652 -2.3180 6.1090
H: -0.2983 -7.1014 0.0314
H: -4.3885 1.1092 -6.0867
H: 1.2120 -0.1124 -3.8016
H: 0.8198 -0.3848 0.1075
H: 2.1245 1.2641 -1.3151

Calculated values
**Total charge**: 0
**E**: -83384.68255 eV



No. 2
Computed, not measured: 20 unconnected molecules or ions with the total composition H40O20 in a non-equilibrium geometry, with wB97M-V/def2-TZVPD.

CARTESIAN COORDINATES (ANGSTROEM)
O: -4.3582 2.0278 -0.2946
O: 1.9961 0.1901 -3.5362
O: -2.2162 -3.4508 -1.6592
O: 1.4018 -3.9560 -0.5623
O: 1.2754 0.8389 0.0361
O: -3.4024 -2.1572 1.3634
O: 3.4132 -0.4833 2.4214
O: -1.6355 -2.0765 3.4112
O: -4.9827 -0.1726 -3.3100
O: 0.3483 -0.2872 3.5849
O: 3.0755 3.6593 -1.0847
O: -0.3875 -5.0144 2.7295
O: -0.5233 -1.6153 -0.3210
O: 1.9328 1.7872 2.9631
O: 3.7334 2.2507 -3.4316
O: 2.8209 -1.4864 -2.0101
O: -1.2875 0.2263 -2.3117
O: -0.5735 2.8219 -0.5974
O: 1.1580 4.5759 0.6337
O: -1.9819 2.0976 1.6402
H: 2.3810 2.1132 3.7170
H: -0.9078 -1.3851 -1.1282
H: -4.0798 -0.5067 -3.3280
H: -1.9744 0.3353 -1.5809
H: -0.0610 -5.7878 2.3212
H: 0.6192 1.2765 -0.5031
H: 4.3131 1.5401 -3.2196
H: 1.5267 5.4875 0.7130
H: -0.0058 -2.3555 -0.4039
H: -0.1341 3.6551 -0.2381
H: 3.2559 0.3346 1.9458
H: 1.4014 1.0081 3.1285
H: 0.2955 -4.7232 3.3794
H: -5.3510 -0.3621 -2.4388
H: -0.5582 -0.1111 3.5080
H: -3.6916 2.5706 -0.7636
H: -0.6093 0.9046 -2.0801
H: 1.1825 0.4151 -3.1189
H: 2.5706 -0.6752 -1.5335
H: 1.4932 -4.5295 -1.3645
H: 2.4921 0.9952 -3.7172
H: 1.3102 1.2836 0.8341
H: -2.5544 -1.8888 3.3397
H: -2.7282 -2.3878 1.9217
H: 1.7791 3.8763 0.7431
H: 3.1169 4.6948 -0.9848
H: -2.6715 -3.6970 -0.8872
H: -0.8333 2.5120 0.2798
H: 1.9411 -3.2176 -0.8051
H: -1.5274 -2.8333 -1.3280
H: 4.3556 -0.3564 2.5346
H: -5.0199 1.7685 -0.9679
H: 3.7410 2.6432 -2.5361
H: -4.0616 -2.7787 1.0626
H: -2.1803 2.3832 2.5138
H: 3.9388 3.6084 -0.7200
H: -2.7534 1.5942 1.2894
H: 0.3860 -1.0487 2.9772
H: -1.6077 -2.9190 2.8614
H: 2.3682 -1.3739 -3.0186

Calculated values
**Energy above the lowest of the compared OMol25 structures with the same formula, charge and spin**: 5.537 eV
**Total charge**: 0
**E**: -41597.48745 eV



No. 3
Computed, not measured: 2 unconnected molecules or ions with the total composition C6H15NO in a non-equilibrium geometry, with wB97M-V/def2-TZVPD.

CARTESIAN COORDINATES (ANGSTROEM)
O: 0.6206 2.5381 -2.2131
N: 1.0986 -2.2542 2.0855
C: -0.3903 0.9171 0.4186
C: 1.5351 -1.2633 -0.5057
C: 0.7387 -1.3251 0.8880
C: -1.4890 0.4307 -0.1394
C: -2.5236 1.1588 -0.9779
C: 0.4562 0.1436 1.4290
H: 0.8670 -3.1840 1.7397
H: -1.9738 1.3511 -2.0422
H: 2.0099 -2.0211 2.2556
H: -0.2107 2.0867 -1.8518
H: 1.3017 0.6618 1.8253
H: 0.7589 -1.5719 -1.2954
H: 1.9312 -0.2801 -0.6193
H: -2.6565 2.1448 -0.6214
H: -0.2120 -1.7541 0.5292
H: -3.4344 0.6413 -1.0616
H: 2.3941 -1.9223 -0.5926
H: 1.2944 2.1666 -1.7195
H: -1.8543 -0.5735 0.0907
H: -0.2735 0.0484 2.1821
H: 0.0117 1.8606 0.1964

Calculated values
**Energy above the lowest of the compared OMol25 structures with the same formula, charge and spin**: 3.204 eV
**SMILES string**: C/C=C/C[C@@H](C)N.O
**Total charge**: 0
**E**: -10000.55294 eV



No. 4
Computed, not measured: a gas-phase ion, C9H10NO2 (charge +1) in a non-equilibrium geometry, with wB97M-V/def2-TZVPD.

CARTESIAN COORDINATES (ANGSTROEM)
O: 0.7000 -2.0198 1.0664
O: -0.6697 -3.6528 0.4752
N: -0.2639 0.4480 1.5272
C: 0.3113 0.4596 2.8947
C: -0.9427 -1.2779 -3.2598
C: 0.6492 -0.0806 0.5241
C: -0.1088 -2.5974 0.1486
C: -0.3316 -1.7011 -1.0104
C: 0.2654 0.4018 -2.0254
C: 0.1293 -0.3843 -0.8213
C: -0.8954 -2.1677 -2.2614
C: -0.2778 -0.0103 -3.2237
H: 0.5871 1.4582 -1.9859
H: 0.5849 -0.5033 3.2093
H: -0.3528 1.3992 1.1605
H: -1.4800 -3.1492 -2.2987
H: 1.1495 1.1377 2.9358
H: -1.5457 -1.4367 -4.2035
H: -0.1495 0.7767 -4.0308
H: 1.6330 0.2425 0.4866
H: -1.1807 -0.0903 1.5097
H: -0.5524 0.6846 3.5227

Calculated values
**Energy above the lowest of the compared OMol25 structures with the same formula, charge and spin**: 2.259 eV
**Total charge**: +1
**E**: -15070.31302 eV



Looking at HOMO for the records above, in order, we have -9.3; -10.0; -9.2; -13.4 eV.